{
  "formula": "C32H54FNO17P2S",
  "method": "ωB97M-V/def2-TZVPD",
  "elements": ["H", "N", "C", "C", "C", "C", "O", "C", "O", "C", "C", "O", "C", "O", "O", "C", "C", "O", "O", "S", "O", "O", "F", "C", "C", "C", "C", "C", "C", "C", "C", "C", "C", "H", "H", "H", "H", "H", "H", "H", "H", "H", "H", "H", "H", "H", "H", "H", "H", "H", "H", "H", "H", "H", "H", "H", "C", "C", "O", "P", "O", "O", "C", "C", "O", "C", "C", "H", "H", "H", "H", "H", "H", "H", "H", "H", "H", "H", "H", "H", "H", "H", "C", "C", "O", "P", "O", "O", "C", "C", "O", "C", "C", "H", "H", "H", "H", "H", "H", "H", "H", "H", "H", "H", "H", "H", "H", "H"],
  "coordinates": [[7.31164, 3.20805, -1.78682], [7.46697, 2.40618, -1.14773], [6.33633, 1.81999, -0.90451], [4.96296, 2.34382, -1.50261], [3.74134, 2.31451, -0.49601], [3.26786, 0.76520, -0.60988], [2.44493, 0.57631, -1.80140], [1.18157, -0.00669, -1.45905], [0.53402, -0.33776, -2.70052], [-0.89567, -0.28165, -2.58964], [-1.49263, -1.70203, -3.07707], [-2.86737, -1.52020, -3.51212], [2.36921, 3.04428, -0.90687], [2.06673, 3.66246, -1.88227], [1.56456, 2.72964, 0.26538], [2.34875, 3.08466, 1.43998], [1.73401, 4.51322, 1.77684], [2.06743, 4.91773, 3.12869], [1.00827, 5.59133, 3.67911], [1.74606, 2.07182, 2.90960], [1.60747, 0.63553, 2.57176], [0.39581, 2.49312, 3.34135], [2.70706, 2.30955, 4.26052], [3.86078, 2.95075, 0.95528], [4.44493, 1.70246, 1.77849], [4.86236, 0.78948, 2.48527], [4.94996, 4.04612, 1.29387], [4.67246, 5.51021, 0.79867], [4.37962, 6.55598, 1.87523], [4.10244, 7.99628, 1.49304], [4.09563, 8.47245, 0.05555], [4.42162, 7.46181, -0.99856], [4.69919, 6.01700, -0.60524], [6.34434, 0.93377, -0.20775], [4.69821, 1.62029, -2.34970], [5.16336, 3.33544, -2.00261], [2.63140, 0.43274, 0.26151], [4.16149, 0.07878, -0.75176], [0.54292, 0.76171, -0.92502], [1.28058, -0.94470, -0.80682], [-1.37493, 0.50327, -3.27159], [-1.28589, -0.13264, -1.53852], [-1.55949, -2.32673, -2.11952], [-0.84515, -2.19606, -3.85986], [-3.21248, -0.66764, -3.17212], [2.01285, 5.31672, 1.01017], [0.59147, 4.48297, 1.75084], [1.30423, 5.76028, 4.60360], [5.09403, 0.13354, 3.37161], [5.04154, 4.07831, 2.43276], [5.99774, 3.76317, 0.93602], [4.34831, 6.32849, 2.97465], [3.86446, 8.78600, 2.27129], [3.86815, 9.52220, -0.27191], [4.46663, 7.72398, -2.10203], [4.94126, 5.32010, -1.45183], [-4.78974, -3.61030, -5.54294], [-5.91232, -3.25573, -4.58421], [-6.85313, -2.35422, -5.16567], [-7.77627, -2.95278, -6.39616], [-8.77234, -3.71774, -5.53977], [-8.78618, -1.65952, -6.67866], [-10.18554, -1.81535, -6.38982], [-10.49059, -1.53145, -4.92589], [-6.68149, -2.23470, -7.48678], [-6.41100, -3.01383, -8.65901], [-7.66089, -3.43472, -9.41172], [-5.17035, -4.24113, -6.35226], [-4.00360, -4.17750, -5.04329], [-4.35685, -2.71508, -5.99394], [-6.43086, -4.16392, -4.26041], [-5.49932, -2.77061, -3.69918], [-10.52294, -2.81249, -6.68008], [-10.74993, -1.12920, -7.02495], [-9.78437, -1.99007, -4.22923], [-11.49600, -1.87500, -4.66386], [-10.43486, -0.45939, -4.74012], [-5.84624, -3.90657, -8.37587], [-5.76785, -2.41868, -9.30969], [-8.35191, -3.99761, -8.77337], [-7.39523, -4.07668, -10.25468], [-8.20317, -2.56549, -9.78603], [0.91336, -5.78480, 8.13419], [-0.07456, -4.67520, 7.81611], [0.57175, -3.42202, 7.60948], [1.50990, -3.29532, 6.25537], [0.38362, -3.07998, 5.25767], [1.94758, -1.69288, 6.33489], [1.45666, -0.80174, 5.31505], [0.06866, -0.27697, 5.65188], [2.86339, -3.63247, 7.23607], [3.85365, -4.46409, 6.61844], [4.32964, -3.94650, 5.27238], [1.50444, -6.02930, 7.24694], [0.40093, -6.69990, 8.43431], [1.60625, -5.48395, 8.92310], [-0.65791, -4.93508, 6.92705], [-0.76828, -4.55093, 8.64868], [1.46980, -1.29632, 4.34272], [2.15327, 0.03223, 5.21711], [-0.61881, -1.04479, 6.01659], [-0.38839, 0.20102, 4.78072], [0.13851, 0.46057, 6.45097], [3.44923, -5.47233, 6.49119], [4.69716, -4.53981, 7.30696], [3.49962, -3.81522, 4.56850], [5.03242, -4.65245, 4.82392], [4.81975, -2.97761, 5.37750]],
  "forces_ev_per_angstrom": [[0.0993, -0.4003, 0.4133], [-1.9242, -0.8447, 0.0676], [0.4451, 1.2808, -0.2050], [0.3826, -0.1976, -0.3405], [-1.3368, 0.1961, -1.6215], [-0.4219, -0.7392, 0.5379], [-0.0594, -0.0577, 1.0650], [-0.7962, 0.1490, -0.1902], [-0.2258, 0.6445, 1.4866], [-1.1572, -1.3433, -1.0732], [-0.3153, 0.8765, 1.8244], [0.7028, 0.3646, 0.0077], [2.0100, -0.6775, -0.4275], [-0.3286, -1.0566, 2.0629], [0.3271, 0.9206, 0.0166], [-0.6273, 2.6878, -1.3657], [-1.1887, 1.2869, 0.3360], [2.5577, -1.7297, -1.7379], [-1.8166, 1.3221, 1.1410], [-5.2280, -3.9193, 2.0593], [2.3926, 2.6672, 0.1809], [3.2805, 1.0125, -0.8535], [-0.8295, -0.2172, -2.6359], [2.3432, -4.3634, 1.8747], [0.1853, -0.1047, 0.7567], [-0.7503, 1.3118, 0.2859], [0.2071, 1.4650, -0.0585], [-0.7626, 3.6188, 0.2604], [-0.0825, 1.7601, -3.0748], [0.3138, -1.3986, -2.0058], [0.8771, -3.6951, 0.2841], [-0.0952, -1.1281, 2.8853], [-0.4625, 1.5547, 1.3402], [-0.1170, 0.9127, -0.8326], [0.1549, 1.0408, 1.0812], [-0.3158, -0.9415, 0.7292], [1.1197, 0.4640, -0.5776], [-0.9541, 0.9693, 0.5343], [0.7242, -0.8124, -0.3368], [0.1687, 1.1593, -0.8413], [1.0277, -0.7150, 0.8194], [0.7128, 0.0553, -1.0194], [0.4717, 0.3640, -1.4716], [-0.9571, 0.7116, 0.7642], [0.4347, -0.7828, -0.2600], [0.1297, -1.2451, 0.9606], [1.5698, -0.5679, -0.0721], [-0.0779, -0.3615, -0.9080], [-0.2357, 0.9016, -1.8413], [-0.2983, -0.0033, -1.5371], [-1.6536, -0.1374, 0.2489], [0.0836, -0.0421, -1.4249], [0.3901, -1.3602, -0.8810], [0.2738, -1.2133, 0.7296], [-0.1042, -0.3132, 1.6832], [-0.3150, 0.7403, 1.0599], [-0.0150, -0.0449, -0.1941], [0.2638, -0.0841, 0.1815], [0.2230, -0.6303, -0.4111], [-1.9168, 7.5780, 4.6347], [1.8285, -3.1071, -2.6227], [0.1474, -0.7562, -0.9548], [-0.1388, -0.1940, 0.2883], [-0.0272, 0.2366, 0.1679], [-0.8104, -3.4706, -0.6683], [0.1581, -0.1449, -0.5297], [-0.0887, 0.2338, -0.0559], [0.0427, -0.0513, -0.0354], [-0.0394, 0.0610, 0.0902], [-0.0116, -0.0663, 0.1459], [-0.0175, 0.0364, 0.0806], [-0.1149, 0.1111, -0.0808], [0.1214, 0.0419, 0.1649], [0.3627, 0.2356, -0.0335], [-0.0567, -0.1915, -0.3147], [0.0736, 0.0549, -0.0782], [-0.0854, 0.0961, -0.0156], [0.1257, 0.0397, -0.0296], [-0.0353, 0.1045, 0.1752], [0.0430, -0.0733, 0.0264], [-0.0093, 0.0368, 0.0624], [0.0140, -0.0291, 0.0216], [0.1330, -0.0455, -0.0706], [-0.1036, -0.1637, 0.1281], [0.2505, -0.7043, -0.2898], [-2.9693, 7.2628, 4.7160], [2.0348, -3.7433, -1.4009], [0.8058, -0.8312, -0.5722], [-0.4105, -0.0600, -0.1792], [-0.1329, 0.1933, 0.1540], [-0.2263, -1.9906, -2.9942], [0.4785, -0.2277, -0.0999], [0.0899, 0.2080, 0.0553], [0.0334, -0.0756, 0.0165], [-0.0718, 0.0537, 0.0066], [-0.1176, -0.0129, -0.0429], [-0.0819, 0.0297, 0.0465], [0.0527, 0.1855, -0.0490], [-0.1156, -0.0098, 0.1663], [0.1462, -0.1364, 0.4287], [0.2616, -0.1289, -0.2279], [0.1285, -0.0069, 0.0759], [0.0238, 0.1359, -0.0002], [0.0620, -0.0664, 0.0951], [-0.1470, 0.1077, 0.0854], [-0.0353, -0.0759, -0.0107], [-0.0495, 0.0379, 0.0357], [-0.0248, -0.0276, 0.0090]],
  "lowdin_charge": [0.0477, 0.0751, -0.2179, -0.0801, -0.2020, -0.1119, -0.1106, -0.2115, -0.1116, -0.1849, -0.1926, -0.1156, -0.3081, 0.2025, -0.0106, -0.2930, -0.1059, -0.2199, -0.0135, 0.8407, -0.2849, -0.2666, -0.1878, -0.2159, -0.1103, 0.1362, -0.0704, -0.1759, -0.0296, -0.0594, -0.0752, -0.0631, -0.0268, 0.1098, 0.1422, 0.1027, 0.1150, 0.1460, 0.1357, 0.1640, 0.1375, 0.1307, 0.1237, 0.1289, 0.0864, 0.1545, 0.1567, 0.1357, 0.0832, 0.1408, 0.1351, 0.1005, 0.0946, 0.0920, 0.0986, 0.0779, -0.0857, -0.2893, -0.2227, 0.6707, -0.2349, -0.2190, -0.2948, -0.0790, -0.2004, -0.3024, -0.0838, 0.0524, 0.0801, 0.0846, 0.1085, 0.1098, 0.0988, 0.1126, 0.0705, 0.0782, 0.0722, 0.0970, 0.1233, 0.0676, 0.0825, 0.0864, -0.0842, -0.2934, -0.2231, 0.6711, -0.2270, -0.2134, -0.2991, -0.0645, -0.2027, -0.3026, -0.0845, 0.0528, 0.0792, 0.0863, 0.1088, 0.1180, 0.0908, 0.0913, 0.0725, 0.0704, 0.0781, 0.0969, 0.1232, 0.0678, 0.0827, 0.0824],
  "energy_ev": -102473.1583,
  "homo_lumo_gap_ev": 8.31,
  "fmax_ev_per_a": 9.2,
  "homo_energy_ev": -9.40,
  "smiles": "[H]/N=C\\C[C@]1(COCOCCO)C(=O)O[C@@](COO)(S(=O)(=O)F)[C@]1(C#C)Cc1ccccc1.CCOP(=O)(OCC)OCC.CCOP(=O)(OCC)OCC"
}

{
  "formula": "C4H10Cl2O3Si",
  "method": "ωB97M-V/def2-TZVPD",
  "elements": ["C", "C", "C", "C", "O", "O", "O", "Si", "Cl", "Cl", "H", "H", "H", "H", "H", "H", "H", "H", "H", "H"],
  "coordinates": [[-0.16196, 2.17339, -1.85222], [-2.47577, -0.33106, 1.10425], [1.89887, -1.94423, 0.22631], [1.28581, 1.65115, 1.88372], [0.25161, 0.84502, -1.49672], [-1.72861, 0.17847, -0.01069], [0.57226, -1.40829, -0.01779], [-0.14151, 0.00995, -0.19102], [0.25774, 3.01995, 2.01449], [2.90283, 1.90604, 1.29106], [-1.09562, 2.21345, -2.35429], [0.62421, 2.59522, -2.62499], [-0.26847, 2.76212, -0.93220], [-1.74177, -0.98193, 1.70806], [-3.25893, -0.95773, 0.77708], [-2.89402, 0.50865, 1.67436], [2.55935, -1.55088, -0.51920], [1.80117, -2.98617, 0.32941], [2.30268, -1.52256, 1.10081], [1.27454, 1.27694, 2.87930]],
  "forces_ev_per_angstrom": [[2.2115, 0.7609, -0.5716], [2.2730, -0.2461, 1.2077], [-1.0631, 1.9418, -0.5434], [-1.6048, -2.3495, -1.8359], [0.1432, 0.0378, -0.5972], [-0.3898, -0.3707, 0.2441], [-0.3116, -0.3644, -0.0199], [1.7919, 1.6325, 1.4929], [-0.5559, 1.6042, -0.2282], [0.3093, 0.3057, -0.0267], [-1.0003, -0.5125, -0.4610], [-1.3939, -0.7061, 1.9277], [0.4334, 0.1938, -0.4195], [-1.4165, 1.0613, -0.3312], [-0.8627, -0.6399, -0.6315], [0.3610, -0.3085, -0.0197], [0.3080, -0.5168, -0.9328], [0.0801, -1.2138, -0.2878], [0.1414, 0.4500, 1.5772], [0.5458, -0.7598, 0.4567]],
  "lowdin_charge": [-0.0994, -0.0915, -0.0480, -1.2039, -0.1995, -0.1858, -0.1845, 0.4059, 0.4586, 0.4507, 0.0621, 0.1301, 0.0604, 0.1076, 0.0648, 0.0945, 0.0894, 0.0770, 0.0633, -0.0523],
  "energy_ev": -43374.7465,
  "homo_lumo_gap_ev": [7.65, 7.65],
  "fmax_ev_per_a": 3.4,
  "homo_energy_ev": [-7.34, -7.34]
}